1.
{
  "formula": "C31H34N7O4ReS",
  "method": "ωB97M-V with the def2-TZVPD basis set",
  "s2": 3.768,
  "total_energy_ha": -2362.28887,
  "multiplicity": 4,
  "homo_ev": [-9.89, -9.91],
  "gap_ev": [7.064, 6.122],
  "charge": 1,
  "e_above_lowest_kcal_mol": 1.3,
  "species": ["Re", "C", "N", "C", "C", "C", "N", "C", "C", "C", "C", "C", "C", "C", "O", "C", "C", "C", "N", "C", "C", "C", "C", "C", "C", "C", "O", "H", "H", "H", "H", "H", "H", "H", "H", "H", "H", "H", "H", "H", "H", "H", "H", "H", "H", "H", "H", "H", "H", "H", "H", "H", "N", "C", "C", "C", "C", "C", "C", "S", "O", "O", "N", "C", "N", "C", "C", "C", "N", "H", "H", "H", "H", "H", "H", "H", "H", "H"],
  "positions_angstrom": [[0.13, 0.28, -0.20], [1.44, 0.69, -2.94], [0.08, 0.28, -2.44], [-0.20, -1.02, -3.12], [-1.33, -1.88, -2.58], [-1.07, -2.42, -1.19], [-1.12, -1.40, -0.13], [-1.92, -1.62, 0.85], [-2.02, -0.90, 2.09], [-3.05, -1.28, 2.97], [-3.18, -0.72, 4.21], [-2.23, 0.23, 4.62], [-1.19, 0.60, 3.79], [-1.07, 0.05, 2.51], [-0.06, 0.45, 1.77], [-0.83, 1.37, -2.92], [-2.33, 1.28, -2.66], [-2.74, 1.00, -1.20], [-1.67, 1.43, -0.31], [-1.84, 2.52, 0.36], [-0.82, 3.27, 1.02], [-1.17, 4.35, 1.84], [-0.21, 5.21, 2.32], [1.12, 5.03, 1.92], [1.49, 4.00, 1.09], [0.53, 3.09, 0.65], [0.91, 2.10, -0.14], [1.39, 0.76, -4.03], [2.17, -0.06, -2.65], [1.71, 1.64, -2.50], [0.72, -1.60, -3.06], [-0.36, -0.79, -4.18], [-1.41, -2.73, -3.25], [-2.29, -1.37, -2.63], [-0.07, -2.87, -1.14], [-1.79, -3.21, -0.95], [-2.58, -2.49, 0.77], [-3.76, -2.04, 2.64], [-3.98, -1.01, 4.88], [-2.30, 0.67, 5.61], [-0.45, 1.32, 4.10], [-0.68, 1.46, -4.00], [-0.44, 2.29, -2.47], [-2.80, 0.55, -3.32], [-2.72, 2.25, -2.96], [-2.94, -0.05, -1.04], [-3.66, 1.54, -0.97], [-2.85, 2.94, 0.37], [-2.22, 4.50, 2.10], [-0.48, 6.03, 2.97], [1.87, 5.73, 2.27], [2.51, 3.86, 0.77], [5.83, 1.58, 4.99], [5.27, 1.19, 3.80], [3.98, 1.60, 3.45], [3.42, 1.19, 2.25], [4.13, 0.35, 1.41], [5.41, -0.09, 1.75], [5.98, 0.34, 2.93], [3.46, -0.10, -0.14], [4.26, -1.11, -0.77], [3.18, 1.11, -0.85], [1.92, -0.78, 0.16], [2.00, -1.98, 0.91], [3.15, -2.25, 1.52], [3.23, -3.37, 2.20], [2.17, -4.26, 2.30], [1.02, -3.88, 1.64], [0.93, -2.76, 0.94], [5.40, 2.31, 5.52], [6.80, 1.40, 5.17], [3.43, 2.24, 4.11], [2.42, 1.50, 1.99], [5.93, -0.76, 1.09], [6.97, 0.01, 3.20], [4.18, -3.56, 2.70], [2.24, -5.18, 2.85], [0.13, -4.50, 1.67]]
}

---

2.
{
  "formula": "C31H35BIrN8OS4",
  "method": "ωB97M-V with the def2-TZVPD basis set",
  "s2": 0.757,
  "total_energy_ha": -3437.11010,
  "multiplicity": 2,
  "homo_ev": [-11.78, -11.79],
  "gap_ev": [5.858, 5.481],
  "charge": 2,
  "e_above_lowest_kcal_mol": 0.0,
  "species": ["Ir", "N", "C", "C", "C", "C", "C", "C", "C", "C", "N", "C", "H", "H", "H", "H", "H", "H", "H", "H", "C", "N", "C", "C", "N", "B", "N", "C", "C", "N", "C", "C", "S", "C", "S", "H", "H", "H", "H", "H", "H", "H", "H", "H", "H", "H", "H", "C", "C", "O", "S", "C", "C", "C", "C", "C", "C", "C", "C", "H", "H", "H", "H", "H", "H", "H", "C", "N", "C", "C", "N", "C", "S", "H", "H", "H", "H", "H", "H", "H", "H"],
  "positions_angstrom": [[-0.85, 0.34, 0.13], [-2.22, -1.45, -0.53], [-3.00, -1.96, 0.57], [-3.86, -3.01, 0.46], [-4.59, -3.47, 1.58], [-4.43, -2.87, 2.79], [-3.54, -1.78, 2.94], [-3.31, -1.13, 4.18], [-2.43, -0.10, 4.25], [-1.77, 0.31, 3.08], [-1.97, -0.25, 1.91], [-2.83, -1.31, 1.81], [-2.83, -1.06, -1.24], [-1.65, -2.17, -0.97], [-3.99, -3.50, -0.50], [-5.26, -4.31, 1.46], [-4.96, -3.23, 3.66], [-3.84, -1.48, 5.06], [-2.21, 0.41, 5.18], [-1.06, 1.13, 3.11], [-0.35, 4.08, -3.56], [-0.74, 4.27, -2.17], [-1.39, 5.37, -1.66], [-1.61, 5.13, -0.35], [-1.08, 3.90, -0.05], [-1.14, 3.18, 1.32], [-2.62, 2.95, 1.68], [-3.33, 3.37, 2.79], [-4.58, 2.86, 2.70], [-4.62, 2.11, 1.54], [-5.76, 1.34, 1.05], [-3.42, 2.18, 0.94], [-2.99, 1.41, -0.55], [-0.56, 3.38, -1.18], [0.20, 1.84, -1.45], [-0.58, 4.98, -4.11], [-0.89, 3.23, -3.98], [0.72, 3.88, -3.63], [-1.64, 6.22, -2.28], [-2.10, 5.74, 0.39], [-0.52, 3.71, 2.19], [-0.63, 2.07, 1.04], [-2.89, 4.01, 3.53], [-5.44, 2.96, 3.33], [-6.61, 1.53, 1.71], [-5.53, 0.28, 1.06], [-6.02, 1.64, 0.04], [7.03, -4.12, -3.76], [5.91, -5.09, -4.01], [5.77, -6.14, -3.47], [4.70, -4.53, -5.30], [3.60, -3.65, -4.23], [2.99, -2.49, -4.72], [2.13, -1.77, -3.92], [1.86, -2.18, -2.61], [2.45, -3.36, -2.14], [3.30, -4.09, -2.94], [1.03, -1.40, -1.74], [0.31, -0.74, -1.03], [7.66, -4.48, -2.95], [6.61, -3.14, -3.53], [7.61, -4.01, -4.68], [3.20, -2.17, -5.73], [1.65, -0.88, -4.31], [2.21, -3.70, -1.14], [3.71, -5.03, -2.58], [3.51, -0.94, 3.20], [3.45, -0.05, 2.06], [4.58, 0.82, 1.71], [4.05, 1.61, 0.50], [2.63, 1.28, 0.52], [2.37, 0.30, 1.38], [0.85, -0.47, 1.65], [4.42, -1.54, 3.14], [2.66, -1.61, 3.20], [3.52, -0.37, 4.13], [5.46, 0.21, 1.47], [4.83, 1.46, 2.56], [4.51, 1.29, -0.43], [4.20, 2.68, 0.62], [1.97, 1.56, -0.20]]
}

---

3.
{
  "formula": "C31H35BO2S",
  "method": "ωB97M-V with the def2-TZVPD basis set",
  "smiles": "CC1(C)OB(C(c2ccccc2)c2ccccc2)OC1(C)C.Cc1ccc(-c2ccc(C)s2)cc1",
  "total_energy_ha": -1775.85416,
  "homo_ev": -7.46,
  "gap_ev": 7.705,
  "e_above_lowest_kcal_mol": 8.8,
  "species": ["C", "C", "C", "C", "C", "B", "C", "C", "C", "C", "C", "S", "O", "C", "C", "C", "C", "C", "C", "O", "C", "C", "H", "H", "H", "H", "H", "H", "H", "H", "H", "H", "H", "H", "H", "H", "H", "H", "H", "H", "H", "H", "H", "H", "H", "H", "C", "C", "C", "C", "C", "C", "C", "C", "C", "C", "C", "C", "C", "H", "H", "H", "H", "H", "H", "H", "H", "H", "H", "H"],
  "positions_angstrom": [[-4.78, 3.54, -0.32], [-3.30, 3.42, -0.16], [-2.76, 2.95, 1.05], [-1.42, 2.67, 1.15], [-0.57, 2.83, 0.02], [0.40, -2.52, -0.40], [0.81, 2.46, 0.11], [1.55, 2.37, 1.30], [2.90, 2.81, 1.20], [3.28, 3.11, -0.10], [4.58, 3.69, -0.51], [1.99, 2.72, -1.19], [1.03, -2.53, 0.83], [2.44, -2.58, 0.56], [3.08, -1.51, 1.42], [2.85, -3.99, 1.05], [2.52, -2.35, -1.03], [2.73, -0.89, -1.44], [3.54, -3.25, -1.71], [1.20, -2.73, -1.50], [-1.10, 3.40, -1.16], [-2.45, 3.70, -1.24], [-5.02, 4.23, -1.14], [-5.24, 2.56, -0.56], [-5.25, 3.91, 0.61], [-3.42, 2.81, 1.91], [-0.99, 2.31, 2.08], [1.09, 2.08, 2.24], [3.55, 2.96, 2.05], [5.16, 3.93, 0.38], [5.16, 2.97, -1.11], [4.47, 4.60, -1.11], [4.17, -1.51, 1.31], [2.69, -0.51, 1.17], [2.84, -1.69, 2.48], [3.93, -4.13, 0.98], [2.55, -4.11, 2.10], [2.34, -4.76, 0.45], [3.73, -0.51, -1.17], [2.64, -0.82, -2.54], [2.01, -0.20, -0.99], [4.53, -3.03, -1.29], [3.33, -4.31, -1.55], [3.59, -3.04, -2.79], [-0.44, 3.61, -2.00], [-2.87, 4.10, -2.17], [-1.01, -1.81, -0.28], [-1.54, -2.07, 1.12], [-1.64, -3.41, 1.53], [-2.37, -3.73, 2.67], [-2.92, -2.72, 3.47], [-2.71, -1.38, 3.13], [-1.97, -1.06, 1.97], [-1.51, -0.62, -1.04], [-0.83, -0.16, -2.18], [-1.53, 0.54, -3.15], [-2.90, 0.79, -3.00], [-3.55, 0.43, -1.82], [-2.86, -0.27, -0.84], [-1.47, -2.67, -0.86], [-1.18, -4.21, 0.95], [-2.47, -4.78, 2.96], [-3.52, -2.97, 4.35], [-3.11, -0.57, 3.74], [-1.76, -0.02, 1.71], [0.22, -0.39, -2.30], [-1.00, 0.94, -4.02], [-3.46, 1.29, -3.80], [-4.60, 0.68, -1.64], [-3.39, -0.60, 0.06]]
}

---

4.
{
  "formula": "C31H35ClCrN2Si2",
  "method": "ωB97M-V with the def2-TZVPD basis set",
  "s2": 3.814,
  "total_energy_ha": -3395.28717,
  "multiplicity": 4,
  "homo_ev": [-9.71, -9.72],
  "gap_ev": [6.172, 6.269],
  "charge": 1,
  "species": ["C", "C", "C", "H", "C", "C", "H", "H", "H", "H", "Cr", "Si", "C", "C", "H", "C", "H", "C", "H", "C", "H", "C", "H", "C", "C", "H", "C", "H", "C", "H", "C", "H", "C", "H", "H", "Si", "C", "C", "H", "C", "H", "C", "H", "C", "H", "C", "H", "C", "C", "H", "C", "H", "C", "H", "C", "H", "C", "H", "H", "Cl", "N", "C", "C", "N", "H", "H", "H", "H", "H", "H", "H", "H"],
  "positions_angstrom": [[-3.04, 4.62, 0.37], [-1.77, 4.33, -0.24], [-1.90, 3.10, -0.96], [-0.90, 4.98, -0.26], [-3.22, 2.60, -0.76], [-3.94, 3.54, 0.04], [-5.00, 3.50, 0.27], [-3.30, 5.53, 0.92], [-1.16, 2.67, -1.63], [-3.63, 1.71, -1.22], [-2.28, 2.79, 1.24], [1.48, -1.95, -1.41], [3.11, -2.42, -0.62], [3.06, -3.43, 0.35], [2.11, -3.93, 0.60], [4.23, -3.80, 1.02], [4.19, -4.60, 1.78], [5.44, -3.17, 0.71], [6.36, -3.46, 1.23], [5.48, -2.14, -0.25], [6.43, -1.63, -0.47], [4.31, -1.76, -0.92], [4.32, -0.96, -1.66], [0.57, -3.50, -1.92], [1.17, -4.33, -2.88], [2.12, -4.04, -3.35], [0.58, -5.55, -3.22], [1.05, -6.21, -3.95], [-0.64, -5.93, -2.62], [-1.12, -6.86, -2.91], [-1.24, -5.10, -1.67], [-2.19, -5.39, -1.21], [-0.63, -3.90, -1.30], [-1.09, -3.29, -0.52], [1.78, -1.07, -2.55], [0.30, -0.91, 0.39], [-1.01, -0.49, -0.95], [-0.73, 0.11, -2.20], [0.25, 0.55, -2.41], [-1.68, 0.09, -3.23], [-1.42, 0.49, -4.21], [-2.94, -0.46, -3.02], [-3.67, -0.53, -3.84], [-3.28, -0.94, -1.75], [-4.28, -1.32, -1.54], [-2.32, -0.96, -0.73], [-2.58, -1.39, 0.24], [1.52, 0.51, 0.66], [1.41, 1.65, -0.14], [0.51, 1.82, -0.74], [2.46, 2.57, -0.25], [2.36, 3.42, -0.93], [3.64, 2.36, 0.47], [4.49, 3.03, 0.32], [3.71, 1.31, 1.39], [4.60, 1.19, 2.00], [2.66, 0.38, 1.49], [2.75, -0.46, 2.18], [-0.14, -1.60, 1.63], [-1.56, 0.67, 1.93], [-0.93, 3.52, 2.68], [-1.34, 3.07, 4.05], [-2.83, 3.29, 4.18], [-3.52, 2.73, 2.97], [0.01, 3.19, 2.44], [-0.84, 4.54, 2.68], [-1.10, 2.00, 4.14], [-0.81, 3.64, 4.82], [-3.23, 2.80, 5.08], [-3.07, 4.36, 4.23], [-3.68, 1.71, 3.08], [-4.46, 3.12, 2.86]]
}

---

5.
{
  "formula": "C31H35CoF9N4OP2",
  "method": "ωB97M-V with the def2-TZVPD basis set",
  "s2": 3.760,
  "total_energy_ha": -4460.60159,
  "multiplicity": 4,
  "homo_ev": [-8.49, -8.49],
  "gap_ev": [6.902, 6.729],
  "e_above_lowest_kcal_mol": 21.8,
  "species": ["Co", "C", "C", "C", "C", "C", "C", "C", "C", "C", "H", "H", "H", "H", "H", "H", "H", "H", "H", "H", "H", "H", "H", "H", "H", "P", "P", "N", "N", "N", "N", "C", "C", "C", "C", "C", "C", "C", "C", "C", "C", "C", "C", "C", "C", "C", "C", "C", "C", "H", "H", "H", "H", "H", "H", "H", "H", "H", "H", "H", "H", "H", "H", "H", "H", "H", "H", "H", "H", "F", "C", "F", "F", "C", "O", "C", "F", "F", "F", "C", "F", "F", "F"],
  "positions_angstrom": [[-2.80, 2.86, 0.18], [2.30, 3.25, 2.82], [2.05, 2.92, 1.55], [1.79, 1.58, 0.99], [0.44, 0.92, 1.34], [0.59, -0.13, 2.42], [1.08, 0.12, 3.65], [2.29, 0.92, 3.97], [2.11, 2.47, 4.09], [-4.74, 2.88, 0.97], [2.81, 4.21, 2.97], [2.38, 3.67, 0.78], [2.54, 0.81, 1.24], [1.82, 1.69, -0.11], [-0.24, 1.75, 1.69], [0.03, 0.46, 0.39], [0.11, -1.09, 2.18], [0.57, -0.34, 4.50], [3.05, 0.69, 3.22], [2.61, 0.53, 4.95], [1.11, 2.68, 4.51], [2.86, 2.88, 4.82], [-4.60, 3.19, 2.02], [-5.11, 1.83, 0.95], [-5.59, 3.48, 0.59], [-1.40, -2.53, -0.86], [1.30, -0.58, -2.65], [-1.17, -3.69, 0.42], [-2.40, -3.69, -1.90], [2.79, -1.26, -1.99], [1.91, -0.45, -4.37], [0.17, -3.02, -1.72], [0.50, -2.23, -3.00], [-1.64, -3.51, 1.72], [-1.34, -4.65, 2.46], [-0.64, -5.55, 1.59], [-0.52, -4.94, 0.35], [-3.69, -3.36, -2.30], [-4.17, -4.40, -3.09], [-3.13, -5.38, -3.21], [-2.06, -4.92, -2.45], [3.52, -0.72, -0.91], [4.50, -1.63, -0.53], [4.43, -2.74, -1.43], [3.38, -2.50, -2.31], [3.10, -0.87, -4.98], [3.06, -0.55, -6.34], [1.77, 0.00, -6.60], [1.06, 0.01, -5.40], [0.15, -4.08, -2.03], [0.97, -2.91, -0.98], [1.16, -2.84, -3.66], [-0.40, -2.05, -3.61], [-2.18, -2.60, 1.99], [-1.55, -4.82, 3.50], [-0.22, -6.52, 1.84], [-0.04, -5.29, -0.54], [-4.14, -2.43, -1.98], [-5.15, -4.47, -3.54], [-3.14, -6.29, -3.78], [-1.11, -5.39, -2.28], [3.36, 0.30, -0.57], [5.17, -1.52, 0.33], [5.06, -3.63, -1.44], [3.05, -3.08, -3.15], [3.88, -1.34, -4.40], [3.86, -0.71, -7.04], [1.41, 0.35, -7.56], [0.05, 0.32, -5.19], [0.24, 5.16, 2.94], [-0.66, 5.88, 2.21], [-0.57, 7.16, 2.68], [-0.23, 5.88, 0.93], [-2.13, 5.22, 2.28], [-2.22, 4.23, 1.40], [-2.35, 4.61, 3.72], [-2.11, 5.44, 4.76], [-3.62, 4.14, 3.87], [-1.54, 3.52, 3.89], [-3.19, 6.41, 2.09], [-3.34, 7.13, 3.25], [-2.81, 7.27, 1.11], [-4.41, 5.92, 1.76]]
}

---

6.
{
  "formula": "C31H35CrN3O5PS",
  "method": "ωB97M-V with the def2-TZVPD basis set",
  "s2": 3.819,
  "total_energy_ha": -3526.87603,
  "multiplicity": 4,
  "homo_ev": [-7.22, -7.21],
  "gap_ev": [7.543, 7.625],
  "e_above_lowest_kcal_mol": 12.0,
  "species": ["Cr", "O", "C", "C", "N", "C", "C", "O", "O", "C", "C", "O", "O", "H", "H", "H", "H", "H", "H", "H", "H", "H", "C", "C", "C", "C", "C", "C", "C", "P", "C", "C", "C", "C", "C", "C", "C", "C", "C", "C", "C", "C", "C", "C", "H", "H", "H", "H", "H", "H", "H", "H", "H", "H", "H", "H", "H", "H", "H", "H", "H", "H", "H", "H", "C", "N", "C", "C", "N", "C", "S", "H", "H", "H", "H", "H", "H"],
  "positions_angstrom": [[-0.24, 0.11, 0.00], [-1.28, -1.76, -0.78], [-2.56, -1.85, -0.13], [-2.39, -1.63, 1.35], [-1.56, -0.43, 1.61], [-0.62, -0.70, 2.72], [0.50, -1.60, 2.23], [1.17, -2.21, 3.06], [0.64, -1.61, 0.95], [-2.33, 0.80, 1.85], [-1.34, 1.96, 1.83], [-1.54, 2.95, 2.49], [-0.30, 1.74, 1.06], [-0.68, -2.42, -0.40], [-3.18, -1.09, -0.58], [-3.02, -2.82, -0.32], [-3.36, -1.54, 1.85], [-1.88, -2.49, 1.78], [-0.15, 0.23, 3.04], [-1.14, -1.14, 3.58], [-3.04, 0.95, 1.03], [-2.87, 0.78, 2.80], [3.52, -0.54, -4.24], [3.85, 0.54, -3.24], [5.10, 1.15, -3.34], [5.51, 2.16, -2.49], [4.65, 2.62, -1.51], [3.40, 2.03, -1.38], [2.99, 0.99, -2.21], [1.29, 0.40, -1.91], [1.25, -1.35, -2.47], [0.31, -1.72, -3.43], [0.16, -3.04, -3.82], [0.96, -4.01, -3.22], [1.89, -3.65, -2.26], [2.06, -2.32, -1.86], [3.10, -1.99, -0.83], [0.28, 1.32, -3.10], [0.75, 1.88, -4.29], [-0.10, 2.58, -5.11], [-1.43, 2.74, -4.74], [-1.89, 2.24, -3.54], [-1.04, 1.53, -2.68], [-1.53, 1.09, -1.32], [4.14, -0.40, -5.13], [2.48, -0.55, -4.55], [3.74, -1.53, -3.84], [5.77, 0.81, -4.13], [6.49, 2.60, -2.62], [4.95, 3.42, -0.85], [2.73, 2.40, -0.61], [-0.31, -0.96, -3.89], [-0.58, -3.32, -4.56], [0.85, -5.06, -3.50], [2.51, -4.41, -1.80], [3.31, -2.87, -0.22], [2.79, -1.20, -0.15], [4.03, -1.67, -1.31], [1.80, 1.78, -4.56], [0.27, 3.01, -6.04], [-2.11, 3.29, -5.39], [-2.92, 2.40, -3.24], [-2.41, 0.44, -1.47], [-1.89, 1.98, -0.80], [4.73, 2.65, 3.49], [4.24, 1.39, 3.99], [4.57, 0.80, 5.21], [3.92, -0.37, 5.27], [3.20, -0.49, 4.09], [3.40, 0.58, 3.29], [2.76, 0.90, 1.76], [5.44, 3.06, 4.21], [3.91, 3.35, 3.34], [5.23, 2.50, 2.53], [5.23, 1.28, 5.92], [3.90, -1.13, 6.04], [2.63, -1.28, 3.81]]
}